one | A 2-piece molecular cluster, C10H17N2 overall. Source: OMol25; level of theory: ωB97M-V/def2-TZVPD.

Each line ends with the natural charge from an NBO analysis.
Cartesian coordinates (Å):
C1 -0.251 -0.023 -1.482  -0.0938
C2 -0.840 1.227 -1.671  -0.1332
C3 -2.183 1.528 -1.863  -0.1154
C4 -3.295 0.686 -1.879  -0.1485
C5 -3.300 -0.703 -1.878  -0.0570
C6 -2.197 -1.556 -1.875  -0.1438
C7 -0.850 -1.271 -1.698  -0.1312
H1 0.825 -0.028 -1.275  0.2819
H2 -0.160 2.086 -1.656  0.2534
H3 -2.404 2.599 -1.979  0.2487
H4 -4.271 1.181 -1.947  0.2512
H5 -4.286 -1.187 -1.937  0.2407
H6 -2.433 -2.623 -1.994  0.2484
H7 -0.176 -2.133 -1.710  0.2497
C8 -0.031 -0.200 1.636  -0.4193
N1 1.305 -0.042 1.030  -0.3150
C9 2.068 -1.299 0.975  -0.4150
N2 1.970 1.076 1.462  -0.5020
C10 3.151 1.091 2.321  -0.4301
H8 -0.083 -1.227 2.028  0.1942
H9 -0.164 0.541 2.437  0.2114
H10 -0.818 -0.074 0.880  0.1636
H11 1.610 -1.985 1.713  0.1921
H12 1.948 -1.756 -0.021  0.1802
H13 3.136 -1.133 1.171  0.2218
H14 1.335 1.858 1.561  0.3647
H15 3.802 1.897 1.951  0.2113
H16 2.883 1.322 3.371  0.1854
H17 3.712 0.147 2.328  0.2057

## Properties
Kohn-Sham gap	4.545	eV
E_LUMO	-5.27	eV
total charge	+1
HOMO level	-9.82	eV



two | An isolated ion of composition C10H17N2 and charge +1. Source: OMol25; level of theory: ωB97M-V/def2-TZVPD.

Each line ends with the natural charge from an NBO analysis.
Cartesian coordinates (Å):
C1 -2.532 -1.997 0.427  -0.6588
C2 -1.382 -1.073 0.244  0.1483
C3 -1.136 0.211 0.590  0.1475
C4 -1.942 1.297 1.077  -0.6613
N1 0.252 0.407 0.155  -0.2940
C5 0.671 -0.725 -0.327  0.4698
N2 -0.249 -1.718 -0.299  -0.3189
C6 -0.189 -3.080 -0.715  -0.4418
C7 1.968 -0.152 -0.706  -0.4330
C8 1.445 1.192 -0.245  0.1677
C9 1.126 2.224 -1.366  -0.6410
C10 2.166 1.757 0.913  -0.6326
H1 -2.385 -2.921 1.077  0.2461
H2 -3.385 -1.497 0.691  0.2445
H3 -2.833 -2.434 -0.527  0.2361
H4 -1.982 2.240 0.451  0.2569
H5 -2.956 0.771 1.196  0.2469
H6 -1.569 1.465 2.142  0.2481
H7 -0.091 -3.224 -1.833  0.2368
H8 0.693 -3.679 -0.239  0.2439
H9 -1.211 -3.569 -0.432  0.2516
H10 2.956 -0.474 -0.290  0.2649
H11 1.918 -0.198 -1.772  0.2440
H12 0.414 3.030 -1.249  0.2456
H13 0.803 1.672 -2.237  0.2172
H14 2.002 2.787 -1.721  0.2465
H15 2.118 1.093 1.857  0.2412
H16 1.501 2.707 1.162  0.2283
H17 3.149 2.133 0.579  0.2495

## Properties
Kohn-Sham gap	10.450	eV
E_LUMO	-2.47	eV
SMILES	Cc1c(C)[n+]2c(n1C)CC2(C)C
total charge	+1
HOMO level	-12.92	eV



Which structure is the least stable? The one labeled one.



one | An isolated molecule of CH3NOS2. Source: OMol25; level of theory: ωB97M-V/def2-TZVPD.

Each line ends with the natural charge from an NBO analysis.
Cartesian coordinates (Å):
C1 0.394 1.078 -1.070  0.0538
N1 -0.328 0.537 -0.124  -0.7155
S1 -0.368 -0.720 0.916  1.5793
O1 -0.191 -0.202 2.267  -0.8888
S2 -1.861 -1.935 0.660  -0.3748
H1 0.194 1.944 -1.701  0.2040
H2 1.324 0.547 -1.373  0.1453
H3 0.837 -1.249 0.424  -0.0033

## Properties
Kohn-Sham gap	8.932	eV
E_LUMO	-0.71	eV
SMILES	C=N[S@@H](=O)=S
total charge	0
HOMO level	-9.64	eV



two | A 2-piece molecular cluster, CH3NOS2 overall. Source: OMol25; level of theory: ωB97M-V/def2-TZVPD.

Each line ends with the natural charge from an NBO analysis.
Cartesian coordinates (Å):
N1 -2.066 0.803 -0.717  -0.6879
C1 -3.036 0.190 -0.369  0.2223
S1 -4.161 -0.826 -0.049  0.0375
H1 -1.722 1.731 -0.590  0.4285
O1 1.792 -1.564 0.475  -0.8445
S2 1.351 -0.826 -0.947  0.2705
H2 2.211 -0.912 1.047  0.4808
H3 0.028 -0.770 -0.717  0.0927

## Properties
Kohn-Sham gap	9.699	eV
E_LUMO	0.45	eV
SMILES	N=C=S.OS
total charge	0
HOMO level	-9.25	eV



Which structure is the least stable? The one labeled one.



one | H29O14 as an isolated structure. Source: OMol25; level of theory: ωB97M-V/def2-TZVPD.

Each line ends with the natural charge from an NBO analysis.
Cartesian coordinates (Å):
O1 1.444 2.039 1.723  -0.9840
H1 2.210 -2.853 1.204  0.4776
O2 0.175 1.049 -2.443  -0.9781
H2 2.048 -1.579 -0.802  0.4968
H3 0.884 0.670 -1.893  0.4835
O3 -1.424 4.734 0.289  -0.9724
H4 3.638 2.739 -1.077  0.4830
H5 -0.471 4.904 0.295  0.4968
O4 2.407 -0.800 -0.369  -0.9743
H6 1.243 -0.746 1.457  0.4857
H7 3.275 -1.017 0.003  0.4872
O5 -1.588 -2.414 -1.379  -0.9844
H8 -2.078 -2.886 -2.066  0.5105
H9 -1.198 -1.622 -1.779  0.4717
O6 -1.446 -2.918 1.184  -0.8924
H10 2.695 -1.582 4.493  0.4720
H11 3.769 1.421 -1.953  0.4840
O7 2.214 -1.860 3.723  -0.9689
H12 1.480 -1.210 3.667  0.4891
H13 0.468 2.013 -2.697  0.4958
O8 1.582 -3.646 0.981  -0.9618
H14 2.233 -4.304 0.756  0.4846
H15 -1.870 0.088 0.425  0.5224
O9 0.497 -0.571 2.033  -0.9965
H16 2.254 1.556 1.486  0.5033
H17 1.307 2.229 2.669  0.5000
O10 -2.939 3.167 -1.349  -0.9473
H18 -1.958 2.010 -0.238  0.5304
H19 -1.656 4.155 1.026  0.4859
O11 3.185 2.096 -1.627  -0.9662
H20 -3.178 -0.574 0.858  0.5047
H21 -1.938 -1.879 0.602  0.5517
O12 -2.116 -2.428 -4.030  -0.9536
H22 0.397 0.421 2.022  0.4946
H23 -2.714 -1.763 -4.345  0.4913
O13 -1.579 1.450 0.464  -0.9505
H24 -1.287 -2.091 -3.731  0.4716
H25 -0.615 1.677 0.235  0.5126
O14 -2.425 -0.834 0.303  -0.8933
H26 -2.897 3.898 -0.649  0.4870
H27 -1.153 -3.676 0.635  0.5261
H28 -2.322 3.820 -1.810  0.4805
H29 -0.552 -2.880 1.707  0.5433

## Properties
Kohn-Sham gap	11.044	eV
E_LUMO	-2.95	eV
total charge	+1
HOMO level	-13.99	eV



two | A 14-piece molecular cluster, H29O14 overall. Source: OMol25; level of theory: ωB97M-V/def2-TZVPD.

Each line ends with the natural charge from an NBO analysis.
Cartesian coordinates (Å):
O1 3.205 0.997 -1.469  -1.0293
H1 3.841 0.964 -2.210  0.5043
O2 -2.218 -1.405 1.783  -0.9704
H2 -2.126 -2.002 1.140  0.4876
H3 -2.487 -1.809 2.584  0.4942
O3 0.073 -0.180 1.713  -1.0295
H4 -0.552 0.678 1.629  0.5298
H5 -0.634 -0.650 2.144  0.5082
O4 3.030 -1.315 0.047  -0.9951
H6 2.731 -0.948 0.980  0.5004
H7 3.608 -1.941 0.321  0.4777
O5 0.440 3.061 -0.057  -0.9474
H8 1.117 2.867 0.519  0.5157
H9 0.014 3.876 0.150  0.5062
O6 -3.440 0.261 0.153  -0.9448
H10 -4.411 0.047 0.177  0.4803
H11 -3.126 -0.611 0.332  0.4838
O7 -3.877 -1.039 -2.472  -0.9448
H12 -4.431 -1.057 -1.674  0.4682
H13 -3.759 -1.905 -2.788  0.4776
O8 -1.808 1.904 1.595  -0.9672
H14 -2.475 1.205 1.297  0.5119
H15 -1.758 2.416 0.748  0.4807
O9 0.545 -1.791 -0.343  -1.0349
H16 1.494 -2.007 -0.172  0.5141
H17 0.329 -1.069 0.285  0.5026
O10 2.455 -0.347 2.347  -0.9780
H18 2.601 -0.934 3.118  0.5005
H19 1.512 -0.113 2.374  0.5158
O11 0.815 1.936 -2.320  -0.8741
H20 0.327 1.156 -2.729  0.5615
H21 0.498 2.458 -1.419  0.5478
O12 2.742 2.619 0.880  -0.9531
H22 2.945 1.763 1.299  0.4968
H23 3.201 2.666 0.091  0.4916
O13 -1.765 -3.260 -0.180  -0.9705
H24 -1.035 -2.832 -0.605  0.5067
H25 -1.439 -3.794 0.541  0.4778
O14 -0.244 -0.388 -2.638  -1.0144
H26 -1.233 -0.415 -2.543  0.5056
H27 0.124 -0.942 -1.809  0.5236
H28 3.445 0.271 -0.759  0.5388
H29 1.723 1.611 -2.061  0.5441

## Properties
Kohn-Sham gap	11.454	eV
E_LUMO	-2.65	eV
total charge	+1
HOMO level	-14.10	eV



Which structure is the least stable? The one labeled one.